(1)
The following is a quantum chemistry calculation of C22H42As2N6RuS as an isolated structure in a non-equilibrium geometry, from OMol25.

```
74
Properties=species:S:1:pos:R:3:forces:R:3
H -3.04996 -3.34300 -0.79803 0.00 0.02 0.02
C 2.68828 -1.27265 0.54023 0.13 0.31 0.27
H -2.29967 0.63386 1.71757 -0.01 -0.12 -0.03
N -2.20480 0.86831 0.73140 0.09 0.33 -0.04
As -0.91799 0.93599 -2.16613 0.53 -0.35 -0.22
C -3.50638 -0.19368 -3.01128 0.09 -0.09 -0.09
H -2.25540 2.90332 2.45526 -0.02 -0.02 -0.02
N 1.30613 2.75000 -0.87774 0.14 0.19 -0.01
H -5.00412 -3.14032 -2.26145 0.00 0.00 -0.01
H -0.16118 -0.24221 -4.27380 -0.01 0.00 0.00
H -2.79059 2.45007 -0.51883 0.02 0.01 0.00
H -0.57327 -2.84273 1.91006 0.04 -0.02 0.02
H -3.91409 2.15922 0.80568 0.01 -0.07 0.02
H 0.44568 -2.74191 -2.01075 0.03 0.00 0.00
C 5.37385 -3.70099 -0.31111 0.00 0.02 0.03
H 1.22120 -3.13645 -0.44864 0.00 0.02 0.02
H 4.05245 -1.56943 -0.94391 -0.03 -0.04 -0.02
C 0.17370 3.19051 2.29831 -0.05 -0.08 0.01
H -1.66338 2.07320 -4.24208 -0.01 0.05 -0.02
H -0.10385 4.05241 2.91296 -0.05 -0.02 0.03
H -0.58454 3.14340 -3.33652 0.00 0.00 -0.03
C 0.10868 1.90630 3.10086 -0.07 -0.04 -0.09
H -5.32952 -1.12452 -3.64691 0.00 0.00 0.00
S 2.24034 0.22532 -0.21491 0.11 -0.34 -0.49
H 2.62974 -4.11919 3.94546 -0.01 0.00 0.00
H -0.36667 -3.80179 -0.84680 -0.01 0.00 -0.05
N 3.69609 -1.94796 -0.07200 0.09 0.01 0.05
C -2.85695 2.18662 0.53699 -0.01 0.10 0.07
H 1.12345 0.81121 -3.65695 0.00 0.00 0.01
C 0.35269 0.09316 -3.37432 -0.03 0.13 -0.06
C -4.27265 -2.34378 -2.23665 -0.01 0.00 -0.01
H 1.55392 0.72763 2.21728 -0.04 -0.02 0.07
C 2.22693 -3.16779 3.61012 -0.01 0.05 -0.03
H 1.20947 3.33004 1.99426 0.00 0.05 0.00
H 2.50197 -2.39805 4.33545 0.01 -0.01 0.01
H 0.83512 -0.74389 -2.87729 -0.01 -0.01 -0.01
N 2.20056 -1.68760 1.69456 -0.05 -0.17 -0.09
C -2.38385 -0.31184 -2.20149 -0.10 0.11 0.11
H -2.49540 4.17671 1.28506 0.02 0.01 -0.01
C 1.04844 4.11913 -0.38558 0.00 -0.05 -0.02
C -0.36921 4.19029 0.12009 0.01 0.02 0.09
N 0.53672 0.76632 2.24345 0.07 0.20 0.09
C -3.16354 -2.45369 -1.40682 -0.01 0.04 0.02
As -0.70447 -1.45920 -0.16737 0.11 -0.17 0.02
H 2.29776 2.55039 -0.77938 0.01 0.01 -0.05
C -2.10719 3.16354 1.40632 0.00 -0.04 0.02
C 2.75189 -2.77410 2.27323 -0.04 -0.04 -0.03
C 4.28010 -3.05211 0.45879 -0.01 0.01 -0.02
H 1.76700 4.34064 0.39969 -0.01 0.05 0.00
H -1.69038 -1.50113 2.19049 -0.03 0.01 -0.01
C 3.79215 -3.48288 1.66888 0.02 0.01 0.01
H 5.82115 -4.50552 0.26542 0.00 0.00 -0.01
H -3.64662 0.66740 -3.65271 0.01 0.01 0.01
H 1.12836 2.71679 -1.87629 0.06 0.00 0.00
H -2.28318 2.99252 -2.84791 -0.01 -0.01 -0.01
H 1.20470 4.87028 -1.16075 -0.03 -0.02 -0.03
H 6.14993 -2.97617 -0.56457 0.00 0.00 0.00
H -0.89555 1.69680 3.46985 -0.01 0.04 -0.02
H -2.73131 0.17074 0.20748 -0.04 -0.01 0.04
C -1.42585 2.45660 -3.25089 -0.13 0.05 0.21
C -4.45289 -1.21159 -3.01900 -0.03 -0.01 -0.01
H 0.75314 1.98814 3.97625 -0.01 0.01 0.02
N -0.66531 3.10104 1.07964 0.38 0.06 -0.04
H 4.22394 -4.35004 2.14629 0.00 0.00 0.00
Ru -0.04150 0.90142 0.15906 -1.22 -0.22 0.11
C -1.37430 -2.25336 1.47089 0.01 -0.02 -0.01
H -2.21802 -2.90479 1.25094 0.02 -0.02 0.01
C -2.23167 -1.42186 -1.36692 -0.06 0.03 0.04
H -0.55975 5.17036 0.56933 0.00 -0.02 0.06
H 1.13845 -3.21761 3.59361 -0.02 -0.01 0.01
H 4.98049 -4.11588 -1.24208 0.01 0.00 0.00
H -1.06631 4.07529 -0.71326 0.00 0.03 -0.01
H 0.26484 -0.11357 2.67320 0.08 0.00 -0.02
C 0.28201 -2.93172 -0.95330 0.07 0.05 0.09
```
Forces are in eV/Å.

Summary:
- LUMO level (spin up / spin down) (eV) = -8.5 / -9.1
- energy (a.u.) = -6155.83705
- charge = +3
- orbital gap (spin up / spin down) (eV) = 8.11 / 7.72
- ΔE to the lowest compared entry with this formula, charge and spin (kJ/mol) = 54.0
- multiplicity = 2

Quick look at the Mulliken charges, all values in e: 0.42 -0.50 0.13 -0.33 1.37 -0.81 0.30 -0.38 0.45 0.43 0.06 0.24 0.56 0.44 -1.40 0.32 0.34 -0.65 0.54 0.26 0.50 -1.06 0.46 -0.67 0.43 0.52 0.18 -0.35 0.42 -1.06 -0.94 0.25 -1.26 0.40 0.31 0.15 0.22 0.68 0.43 -1.33 -0.80 -0.35 -0.94 0.70 0.36 -1.21 1.01 0.72 0.44 0.37 -1.00 0.39 0.47 0.10 0.37 0.49 0.40 0.36 0.30 -1.38 -0.74 0.57 1.19 0.47 0.95 -1.23 0.51 -0.18 0.39 0.26 0.37 0.47 0.16 -1.04

---

(2)
The following is a quantum chemistry calculation of C22H42Br18N2O2P as an isolated structure in a non-equilibrium geometry, from OMol25.

```
87
Properties=species:S:1:pos:R:3:forces:R:3
H 4.60878 9.30417 3.05794 -0.08 -0.20 0.23
N 1.37886 -7.37695 -2.50668 1.91 5.13 1.80
H 1.02550 -8.34006 -2.22788 0.56 1.67 -0.49
Br -0.31729 0.06609 3.41460 -0.01 0.08 0.01
H -2.68810 -1.61144 -3.35370 -0.12 0.09 0.00
H -0.72682 -2.23806 2.02729 -0.25 -0.23 -0.08
Br -0.40560 -3.52162 -0.61035 0.03 -0.12 -0.07
Br -3.82027 5.72703 3.09783 -0.09 0.01 -0.04
H 1.98565 -4.88414 1.14709 0.31 -1.20 0.84
Br -3.89067 0.05128 2.47866 0.01 0.04 0.04
H -2.60713 1.92423 3.52304 0.10 -0.10 -0.26
C 1.68984 4.28853 3.71936 -0.09 -0.09 -0.18
C -3.69502 -1.23924 -3.14391 0.30 -0.03 0.01
Br -1.03358 -4.56867 2.87600 0.16 0.03 -0.05
Br -3.58797 -0.47291 -1.35326 -0.14 0.02 -0.07
C -0.71053 -2.83164 -6.07477 -0.46 0.21 0.03
H -1.62504 -2.25992 -7.94063 0.10 -0.11 0.18
C 2.41687 -4.88232 -1.65828 -1.47 -2.23 -6.29
N 1.36971 -7.03732 -3.82007 1.77 4.22 0.19
H 2.11374 2.11597 -4.13830 -0.08 -0.15 -0.14
C -5.63147 5.13889 2.67493 0.12 -0.18 0.23
Br -0.18098 -4.46304 -5.14563 -1.89 1.24 -0.57
Br -6.01248 0.17620 -4.06354 0.21 0.03 0.03
P 1.72524 -7.02243 0.35312 -1.34 -0.48 1.83
H 3.10219 2.87485 4.52647 -0.16 0.10 -0.05
C 4.71686 8.52763 3.81986 0.24 -0.06 0.10
H -1.28833 0.43871 1.14196 -0.09 0.12 0.19
Br -5.72446 6.01128 -0.05471 0.10 -0.14 0.06
C 3.19295 -1.04925 4.53889 0.11 0.22 0.12
C -1.25044 1.07496 2.03020 0.18 0.25 -0.01
Br 4.68379 6.81139 2.89326 -0.02 0.08 -0.05
O -0.02172 -7.13575 0.63513 3.10 2.42 -0.01
H -2.47763 -2.36555 0.08100 0.16 -0.17 0.13
H 2.20864 5.24249 3.84417 -0.11 -0.24 0.03
H 1.75451 -5.42848 -5.34470 0.88 -1.46 3.11
H -1.55928 -2.44314 -5.50485 0.10 -0.04 -0.13
H 1.53303 2.43112 -6.49083 -0.04 -0.15 0.16
C 2.41140 -4.44575 -3.27793 -1.29 -4.70 4.12
H 1.85568 3.92004 2.70309 0.03 0.02 0.19
H -3.02923 2.27451 1.82755 0.17 -0.11 0.10
H 2.20648 -1.10877 4.07137 0.29 -0.09 0.11
H 2.84602 0.73124 -4.98836 -0.29 0.12 -0.03
Br 1.88920 8.88893 4.12588 0.08 -0.15 0.06
H 5.71616 8.59314 4.25978 -0.21 -0.02 -0.03
H 2.76240 -4.14938 -0.80689 -0.79 -1.98 -1.73
C -4.10045 -0.19776 -4.16080 -0.27 -0.01 -0.21
C -1.96777 -3.22778 0.52033 -0.25 0.22 0.17
H 0.12578 -2.13243 -5.99434 -0.22 -0.25 -0.05
Br 1.04349 0.12924 -7.24612 -0.04 0.09 0.04
H 4.76152 -2.38309 5.28108 -0.27 0.08 -0.11
C -5.71161 4.58189 1.27263 -0.29 0.07 -0.18
C -1.11517 -3.12215 -7.50130 0.07 0.10 -0.23
H 2.74945 -3.38979 -3.66287 -0.87 -2.40 0.59
C 1.83675 -6.39554 -1.48960 -0.15 1.96 -0.20
H -1.75240 -4.00487 -7.60118 0.16 0.21 0.10
H -5.85710 4.36259 3.41151 0.01 0.10 -0.18
C -2.61239 1.52453 2.50570 -0.11 0.08 -0.12
H -2.41188 -2.54877 2.51678 0.16 -0.05 -0.18
H 3.82726 9.44314 5.55610 0.04 -0.15 -0.16
C 3.69050 -2.37629 5.06284 -0.17 -0.12 0.10
C 1.82477 -5.68001 -4.17732 1.40 -0.61 0.98
H 0.04174 1.83498 -5.71867 0.29 -0.07 0.04
H 1.40455 2.40143 4.79144 0.08 0.26 -0.08
H -4.87981 3.91890 1.02008 -0.16 0.20 0.15
H -0.23614 -6.24725 1.07741 -0.17 -1.43 -0.69
H 3.16636 -0.30422 5.33929 0.02 -0.18 -0.08
Br 0.92164 0.03102 -3.55549 0.04 -0.16 -0.02
H 3.13921 -2.66706 5.96153 0.06 0.10 -0.17
C 3.65669 8.58895 4.89476 -0.15 0.24 0.06
C -1.56313 -2.93727 1.94686 -0.15 -0.12 -0.01
Br -0.22219 4.66249 3.81662 0.03 -0.02 -0.02
C 2.09527 3.24706 4.73625 0.27 0.00 0.12
Br 4.41248 -0.31519 3.20509 -0.17 -0.02 -0.02
H -0.60906 1.93734 1.82681 -0.19 -0.09 0.09
H -6.29191 5.99387 2.84107 0.16 -0.21 -0.15
H -4.38574 -2.08487 -3.08872 0.09 0.28 -0.06
O 2.29722 -5.79264 1.44493 -1.72 -0.10 -3.38
Br 0.44700 -3.41598 -8.63197 -0.10 -0.07 0.13
H -2.60500 -4.11050 0.42044 0.22 0.16 0.07
H -3.93462 -0.56625 -5.17708 0.02 0.00 0.19
H -3.58165 0.75620 -4.03599 -0.07 -0.28 0.06
H -6.65437 4.04775 1.12325 0.17 0.09 0.10
H 3.59346 7.67760 5.49493 0.08 0.17 -0.20
Br 3.36086 -3.80915 3.78088 0.08 0.02 0.04
Br 2.20232 4.01338 6.52691 -0.08 -0.09 -0.09
C 1.90394 1.22812 -4.74174 0.02 0.22 0.14
C 1.08068 1.59150 -5.95554 0.09 0.07 -0.23
```
Forces are in eV/Å.

Summary:
- LUMO level (eV) = -5.1
- energy (a.u.) = -47796.62823
- charge = +1
- orbital gap (eV) = 6.31

Quick look at the Mulliken charges, all values in e: 0.37 0.17 0.32 -0.12 0.04 0.11 -0.03 -0.11 0.24 -0.16 0.41 -0.25 -0.41 -0.11 -0.14 0.38 0.39 -0.35 -0.58 0.37 -0.60 -0.04 -0.12 0.01 0.32 -0.54 0.29 -0.12 -0.22 -0.50 -0.14 -0.46 -0.45 0.07 0.59 -0.24 0.35 -0.18 0.36 0.04 -0.03 0.35 -0.12 0.34 0.44 -0.59 0.29 0.00 -0.11 0.40 -0.37 -0.66 0.36 0.57 0.44 0.33 -0.26 0.30 0.36 -0.57 -0.47 0.35 0.11 0.10 0.20 0.32 -0.13 0.37 -0.59 -0.41 -0.11 -0.38 -0.14 0.38 0.40 0.48 -0.26 -0.14 0.50 0.29 0.41 0.37 0.33 -0.10 -0.13 -0.61 -0.53

---

(3)
The following is a quantum chemistry calculation of a 3-piece molecular cluster, C22H42BrF2N5O6P overall in a non-equilibrium geometry, from OMol25.

```
79
Properties=species:S:1:pos:R:3:forces:R:3
O -4.69283 1.18297 2.06708 0.12 0.50 1.62
H 2.44093 0.72253 -1.66142 -0.02 0.02 -0.04
C 7.60024 -3.52432 -6.52058 0.05 -0.01 -0.21
H 6.85247 -2.99603 -7.11092 0.03 0.07 0.04
H 0.33758 2.05755 -4.85762 0.05 -0.21 0.14
F -4.28555 3.96606 1.36106 1.45 -0.72 1.61
P -2.41884 3.50074 6.33875 1.67 0.86 -0.37
F -1.63763 1.38846 2.67097 -0.80 1.68 0.24
H 0.48975 1.72369 -1.06816 0.00 0.04 0.14
O -4.38843 2.37549 8.56688 2.38 -0.91 -0.95
H 5.57273 -2.56811 -2.16872 0.01 -0.04 0.02
C -5.59397 -2.05633 1.45679 0.03 0.20 -0.12
H -5.18934 -2.72469 3.50517 0.15 1.19 -0.43
H 8.28366 -4.00112 -7.22859 -0.03 0.01 0.05
H -4.07484 -1.42278 2.95620 -1.08 0.02 0.10
H -1.50199 1.80179 7.36254 0.35 0.56 0.41
C 0.11315 2.30553 -3.81560 -0.28 0.24 0.02
C 1.08918 0.10799 -3.27305 -0.04 -0.22 0.06
H -5.60951 -0.44976 6.40588 0.73 0.96 -0.63
H 2.12397 3.12891 -3.58837 -0.01 0.01 0.12
H -1.87324 1.96453 -0.34114 0.06 0.00 -0.07
H 5.20384 -1.98010 -6.23254 0.08 0.06 0.07
C 1.09276 3.38141 -3.34292 0.12 0.14 -0.10
H -0.88489 2.75392 -3.85826 0.01 -0.07 0.11
H 5.58562 -1.42827 -4.59303 0.01 -0.05 -0.01
H 0.76639 -0.85258 -2.85487 -0.10 0.10 0.07
O -5.53830 2.33889 9.31074 -2.29 -0.26 0.60
H -6.56049 -1.34715 4.34171 -0.05 0.74 -0.30
O -4.67819 4.75438 3.36987 0.27 -0.55 -0.42
C 4.92642 -2.06900 -5.18249 -0.14 0.12 -0.13
H -2.43962 1.53309 -1.95607 0.10 0.02 -0.07
C -4.57111 1.21327 3.42368 0.28 0.33 3.03
C -3.59443 2.17542 5.59752 -0.63 0.02 -0.17
N -6.06448 -0.76692 3.65381 1.63 0.11 1.40
C -4.16862 1.15441 7.88413 -0.76 -1.11 1.28
C -1.61543 1.98758 -1.40072 -0.05 0.05 -0.09
H 4.34405 -3.58745 -3.79461 0.12 0.01 0.04
H 3.91425 -1.66604 -5.08530 0.02 -0.02 0.00
O -1.55331 2.75108 7.60551 -2.01 -0.32 -1.27
C -2.00986 2.69493 2.45500 0.40 0.54 -0.25
H 6.02764 -4.22448 -1.72464 -0.01 0.03 -0.09
C 4.94366 -3.52381 -4.70896 -0.18 0.06 0.29
N 6.23702 -4.13815 -4.44562 0.00 -0.29 -0.20
H 7.97082 -4.07690 -3.29568 -0.05 -0.05 -0.25
H -4.98281 0.44465 8.22276 0.88 0.77 -0.66
H -6.41989 -1.37935 1.08516 0.92 -0.66 0.62
H 1.17758 -0.07388 -4.34905 -0.09 0.18 0.02
C -3.71236 2.21495 4.12206 -1.41 -2.28 1.70
C -0.31392 1.23077 -1.63201 -0.09 0.11 -0.05
H -0.43885 0.23597 -1.19131 0.19 -0.06 -0.18
N -2.98846 3.24833 3.37470 -0.90 -2.95 -1.85
H -5.60398 1.40441 1.78132 0.29 -0.42 0.15
H 3.10665 -0.46802 -2.77241 -0.04 0.03 0.00
C -5.26719 0.22141 4.32105 0.96 1.31 0.16
C -5.07300 0.29891 5.76333 -0.10 0.19 -1.55
H 1.02624 3.56551 -2.26852 -0.01 -0.04 -0.02
H 8.18021 -2.79440 -5.95317 -0.05 -0.02 0.00
H 4.39317 -4.13588 -5.43047 0.24 -0.07 -0.02
H -3.19843 0.64427 8.13816 -0.66 1.00 -0.15
C 2.47563 0.42327 -2.71059 0.20 -0.08 -0.06
H 6.31223 -5.22020 -6.23332 -0.12 0.11 0.11
H -1.53545 3.03667 -1.69326 -0.05 -0.04 0.02
C -4.01304 4.03810 2.69739 -1.19 1.98 0.44
Br -3.69321 5.18641 7.16752 0.28 -1.24 -0.07
C 6.40340 -3.27574 -2.11443 -0.08 0.07 0.01
N 0.02476 1.07656 -3.03768 0.04 -0.29 -0.21
H 7.43141 -2.49168 -3.82942 0.08 0.09 0.06
O -1.55233 3.37371 1.61064 0.12 -0.66 0.29
C 7.07855 -3.46648 -3.46660 -0.12 0.02 0.10
H 2.97556 1.20414 -3.28217 0.00 0.04 0.08
N -4.26313 1.25605 6.40119 -1.14 -0.56 -3.47
H -4.70920 -1.89970 0.78565 -0.88 -0.30 0.48
H 7.12252 -2.87899 -1.39413 -0.02 0.00 -0.06
C -5.14915 -1.74139 2.94377 -0.13 -1.48 -1.05
H -5.40488 1.80492 10.12330 0.68 0.37 -0.40
C 6.96793 -4.58955 -5.62406 0.16 -0.16 0.04
H -5.96046 -3.11792 1.35344 0.46 1.17 0.10
H 7.76462 -5.26199 -5.28644 -0.04 0.08 0.14
H 0.86805 4.32557 -3.84585 0.00 -0.04 0.02
```
Forces are in eV/Å.

Summary:
- LUMO level (eV) = -5.2
- energy (a.u.) = -4703.34826
- charge = +1
- orbital gap (eV) = 3.88
- ΔE to the lowest compared entry with this formula, charge and spin (kJ/mol) = 0.0

Quick look at the Mulliken charges, all values in e: -0.43 0.32 -0.96 0.23 0.35 -0.18 0.28 -0.22 0.24 0.02 0.13 -1.06 0.43 0.40 0.24 0.35 -0.68 -0.76 0.25 0.28 -0.06 0.26 -0.93 0.36 0.23 0.34 -0.44 0.34 -0.39 -0.69 0.36 0.48 0.56 -0.35 -0.66 -0.98 0.36 0.20 -0.45 0.45 0.33 -0.78 0.09 0.46 0.36 0.30 0.37 -0.70 -0.38 0.42 0.36 0.38 0.11 0.13 -0.34 0.22 0.27 0.33 0.40 -0.65 0.34 0.31 0.53 -0.13 -1.25 0.14 0.26 -0.40 -0.36 0.22 0.16 0.25 0.44 -0.16 0.36 -0.69 0.32 0.40 0.37

---

> charge of number 1 (C22H42As2N6RuS)?

+3

---

> Look up the energy of the third one.

-4703.34826 a.u.

---

> The highest energy belongs to which entry?

C22H42BrF2N5O6P